[1]
A molecular structure, C39H31Cl5GaGe2N6. Source: the Open Molecules 2025 dataset; level of theory: ωB97M-V/def2-TZVPD.

The total charge is +2. The energy relative to the best compared isomer or geometry (same formula, charge and spin) comes out at 0.0 kcal/mol. The calculation puts the HOMO-LUMO gap (alpha / beta) at 0.2163 / 0.2603 hartree. For the largest force on an atom, the calculation gives 0.4 eV/A. The calculation puts the HOMO energy (alpha / beta) at -12.245 / -13.852 eV. The total energy is -277893.3759 eV. The multiplicity is 2. Its expectation value of S² is 0.755.

Last column: Löwdin spin population.
Atoms and positions in Å:
Ga 0.910 -0.739 -0.517  0.42
C 1.158 3.516 0.605  0.01
C 0.659 2.248 0.376  0.03
N 1.476 1.231 0.114  0.07
C 2.793 1.470 0.094  0.02
C 3.271 2.761 0.298  0.00
N 2.462 3.777 0.552  0.02
C 3.632 0.277 -0.107  0.03
C 5.006 0.298 -0.238  -0.01
C 5.699 -0.899 -0.411  0.02
C 4.959 -2.081 -0.430  -0.01
C 3.586 -2.035 -0.295  0.03
N 2.936 -0.872 -0.147  0.07
C 2.709 -3.223 -0.288  0.01
C 3.184 -4.530 -0.304  0.00
N 2.371 -5.574 -0.266  0.01
C 1.071 -5.321 -0.208  0.00
C 0.578 -4.024 -0.196  0.02
N 1.395 -2.974 -0.240  0.05
C 7.167 -0.918 -0.564  0.00
C 7.779 -1.800 -1.448  0.00
C 9.162 -1.773 -1.559  0.00
N 9.937 -0.956 -0.854  0.00
C 9.347 -0.121 -0.005  0.00
C 7.973 -0.056 0.172  0.00
H 0.494 4.337 0.842  0.00
H -0.398 2.035 0.422  0.00
H 4.332 2.975 0.270  0.00
H 5.545 1.235 -0.232  0.00
H 5.469 -3.028 -0.532  0.00
H 4.245 -4.743 -0.338  0.00
H 0.399 -6.169 -0.168  0.00
H -0.483 -3.837 -0.146  0.00
H 7.201 -2.473 -2.068  0.00
H 9.668 -2.437 -2.249  0.00
H 10.003 0.526 0.565  0.00
H 7.554 0.629 0.897  0.00
Cl 0.057 -0.300 2.759  0.01
C -1.086 -1.130 1.765  0.01
C -0.945 -1.069 0.374  0.10
C -1.804 -1.894 -0.369  0.01
Cl -1.608 -1.951 -2.089  0.06
C -2.751 -2.730 0.214  0.00
Cl -3.685 -3.803 -0.736  0.00
C -2.908 -2.706 1.603  0.00
Cl -4.090 -3.683 2.341  0.00
C -2.077 -1.897 2.383  0.00
Cl -2.254 -1.890 4.087  0.00
C -4.375 2.995 -2.193  0.00
Ge -2.745 1.918 -2.287  0.00
C -2.796 0.709 -3.807  0.00
C -1.134 3.012 -2.420  0.00
Ge -2.999 0.935 -0.013  0.00
C -2.625 2.107 1.475  0.00
C -2.622 1.729 2.819  0.00
C -2.472 2.684 3.813  0.00
C -2.342 4.025 3.478  0.00
C -2.356 4.418 2.147  0.00
C -2.484 3.462 1.150  0.00
C -4.569 -0.119 0.256  0.00
C -5.159 -0.721 -0.861  0.00
C -6.381 -1.361 -0.747  0.00
C -7.015 -1.417 0.488  0.00
C -6.438 -0.827 1.606  0.00
C -5.222 -0.174 1.494  0.00
H -4.556 3.409 -3.186  0.00
H -4.277 3.819 -1.487  0.00
H -5.239 2.392 -1.914  0.00
H -2.930 1.358 -4.676  0.00
H -3.622 0.002 -3.778  0.00
H -1.859 0.171 -3.923  0.00
H -1.186 3.521 -3.385  0.00
H -0.235 2.394 -2.418  0.00
H -1.054 3.770 -1.644  0.00
H -2.731 0.691 3.104  0.00
H -2.465 2.382 4.852  0.00
H -2.237 4.768 4.258  0.00
H -2.272 5.465 1.888  0.00
H -2.489 3.781 0.114  0.00
H -4.660 -0.691 -1.824  0.00
H -6.839 -1.818 -1.614  0.00
H -7.970 -1.917 0.578  0.00
H -6.943 -0.866 2.562  0.00
H -4.800 0.313 2.363  0.00

[2]
CH4N2O2S in the gas phase. Source: the Open Molecules 2025 dataset; level of theory: ωB97M-V/def2-TZVPD.

As for the SMILES: ONC(=S)NO. The energy relative to the best compared isomer or geometry (same formula, charge and spin) comes out at 65.6 kcal/mol. The calculation puts the HOMO-LUMO gap at 0.3677 hartree. For the largest force on an atom, the calculation gives 2.0 eV/A. The calculation puts the HOMO energy at -9.387 eV. The total energy is -19009.0790 eV.

Last column: Löwdin charge in e.
Atoms and positions in Å:
O -1.926 1.311 -0.352  -0.05
N -0.608 0.938 -0.556  -0.08
C -0.024 -0.055 0.172  -0.82
S -0.898 -0.984 1.270  0.70
N 1.233 -0.282 -0.210  -0.06
O 1.899 -1.296 0.444  -0.04
H -2.259 0.613 0.241  0.02
H -0.037 1.794 -0.627  0.16
H 1.444 -0.211 -1.185  0.15
H 1.176 -1.828 0.802  0.01

[3]
A molecular structure, C20H11Cl5N5ORb. Source: the Open Molecules 2025 dataset; level of theory: ωB97M-V/def2-TZVPD.

The energy relative to the best compared isomer or geometry (same formula, charge and spin) comes out at 7.3 kcal/mol. The calculation puts the HOMO-LUMO gap at 0.2177 hartree. For the largest force on an atom, the calculation gives 0.9 eV/A. The calculation puts the HOMO energy at -6.824 eV. The total energy is -93684.7559 eV.

Last column: Löwdin charge in e.
Atoms and positions in Å:
Rb -0.880 0.381 -0.634  0.99
N 1.039 -0.109 4.031  0.12
C 0.315 -0.081 2.895  -0.15
N 0.791 -0.090 1.701  0.05
C 2.173 -0.140 1.530  -0.28
N 2.738 -0.169 0.371  0.05
N 1.890 -0.198 -0.710  -0.06
C 2.497 -0.089 -1.824  -0.10
C 1.809 -0.121 -3.116  -0.27
C 2.576 -0.103 -4.279  -0.02
C 1.942 -0.144 -5.509  -0.05
C 0.559 -0.197 -5.540  -0.05
C -0.124 -0.200 -4.331  -0.12
N 0.470 -0.162 -3.146  0.03
C 3.033 -0.155 2.719  -0.08
C 4.426 -0.187 2.643  -0.01
C 5.187 -0.207 3.793  -0.07
C 4.570 -0.195 5.043  -0.07
C 3.195 -0.162 5.141  -0.02
C 2.429 -0.142 3.979  -0.18
H 0.575 -0.093 4.924  0.16
H -0.763 -0.045 3.025  0.14
H 3.583 0.026 -1.852  0.12
H 3.655 -0.061 -4.212  0.11
H 2.517 -0.133 -6.426  0.11
H 0.015 -0.230 -6.473  0.11
H -1.209 -0.231 -4.320  0.12
H 4.884 -0.197 1.665  0.11
H 6.266 -0.233 3.728  0.11
H 5.170 -0.211 5.943  0.11
H 2.707 -0.151 6.108  0.12
Cl -8.523 -0.893 -0.682  0.64
C -6.937 -0.212 -0.620  -0.73
C -5.815 -1.032 -0.548  -0.71
Cl -6.011 -2.746 -0.519  0.67
C -4.546 -0.475 -0.500  -0.61
Cl -3.157 -1.496 -0.408  0.60
C -4.295 0.930 -0.521  -0.56
O -3.132 1.421 -0.478  -0.35
C -5.483 1.721 -0.594  -0.62
Cl -5.253 3.430 -0.622  0.69
C -6.751 1.173 -0.642  -0.71
Cl -8.129 2.206 -0.730  0.66

[4]
A molecular structure, C27H56BrClIN3O15P3S. Source: the Open Molecules 2025 dataset; level of theory: ωB97M-V/def2-TZVPD.

The total charge is +1. The energy relative to the best compared isomer or geometry (same formula, charge and spin) comes out at 0.0 kcal/mol. The calculation puts the HOMO-LUMO gap at 0.2897 hartree. For the largest force on an atom, the calculation gives 8.3 eV/A. The calculation puts the HOMO energy at -11.272 eV. The total energy is -193444.2652 eV.

Last column: Löwdin charge in e.
Atoms and positions in Å:
C 2.887 -4.250 5.798  -0.09
C 1.844 -3.874 4.676  -0.31
C 1.334 -2.408 4.768  -0.64
I -0.408 -2.205 6.090  0.96
C 1.281 -1.496 3.521  -0.29
C 2.663 -0.826 3.104  -0.72
Br 3.043 0.611 4.521  0.84
P 4.199 -1.900 3.471  0.60
O 4.526 -1.720 5.093  -0.44
Cl 5.887 -0.937 2.681  0.32
N 2.609 -0.189 1.829  -0.06
C 3.366 -0.696 0.725  -0.28
O 4.329 0.292 0.333  -0.21
C 4.509 0.238 -1.085  -0.09
C 1.303 0.427 1.520  -0.34
O 1.517 0.896 0.184  0.00
C 1.043 1.803 2.220  -0.11
C 0.253 2.017 3.540  -0.23
C -0.826 3.165 3.505  -0.18
C -0.251 4.542 3.088  -0.26
O -0.820 5.595 3.864  -0.07
C 0.116 -0.667 1.433  -0.20
C -1.287 -0.073 1.621  -0.15
C -1.678 1.134 0.727  -0.06
N 0.330 -1.191 0.047  0.11
C -0.605 -1.522 -0.619  -0.72
S -1.989 -1.812 -1.323  0.81
N 0.438 -1.893 2.328  -0.10
O 1.312 -2.773 1.667  0.06
C -0.810 -2.650 2.617  -0.13
C -0.806 -4.140 3.021  -0.14
C -1.945 -4.932 2.297  -0.16
O -3.192 -4.799 2.967  -0.01
C -3.960 -3.799 2.421  -0.52
C -4.965 -4.159 1.302  0.04
O -3.922 -2.683 2.787  0.15
H 2.736 -3.551 6.636  0.08
H 3.917 -4.209 5.416  0.05
H 2.740 -5.274 6.168  0.08
H 1.050 -4.615 4.845  0.08
H 2.359 -4.062 3.718  0.08
H 2.073 -1.913 5.426  0.03
H 0.726 -0.619 3.920  0.08
H 5.201 -2.393 5.290  0.06
H 2.833 -1.035 -0.180  0.12
H 3.994 -1.597 0.915  0.09
H 3.542 0.494 -1.562  0.09
H 4.786 -0.771 -1.448  0.09
H 5.292 0.955 -1.364  0.10
H 0.717 1.324 -0.149  0.11
H 2.068 2.176 2.403  0.11
H 0.672 2.574 1.524  0.11
H 0.949 2.398 4.307  0.07
H -0.262 1.178 4.033  0.08
H -1.112 3.269 4.571  0.12
H -1.750 2.868 2.984  0.10
H -0.562 4.725 2.035  0.12
H 0.849 4.574 3.084  0.13
H -1.776 5.502 3.746  0.09
H -1.467 0.164 2.685  0.13
H -2.114 -0.774 1.410  0.09
H -1.266 2.109 1.006  0.06
H -1.457 0.990 -0.347  0.07
H -2.775 1.247 0.764  0.10
H 0.830 -3.396 1.099  0.15
H -1.498 -2.140 3.311  0.10
H -1.381 -2.702 1.670  0.11
H -0.975 -4.342 4.090  0.08
H 0.111 -4.705 2.775  0.12
H -2.032 -4.624 1.231  0.14
H -1.626 -5.985 2.263  0.14
H -4.875 -5.227 1.051  0.09
H -4.763 -3.515 0.436  0.08
H -5.962 -3.938 1.707  0.10
C -2.682 3.635 -5.510  -0.11
O -2.628 3.030 -4.202  -0.29
P -4.110 2.977 -3.392  0.61
O -3.537 2.667 -2.036  -0.28
O -4.594 1.627 -4.150  -0.25
C -3.678 0.565 -4.372  -0.10
O -5.694 3.267 -2.942  -0.22
C -5.959 4.601 -2.473  -0.11
H -1.736 3.449 -6.014  0.07
H -3.491 3.209 -6.109  0.09
H -2.829 4.712 -5.412  0.09
H -2.914 0.520 -3.595  0.07
H -3.210 0.674 -5.353  0.09
H -4.238 -0.369 -4.366  0.09
H -5.694 5.334 -3.235  0.08
H -5.397 4.796 -1.558  0.08
H -7.023 4.679 -2.265  0.09
C 3.196 2.318 -8.302  -0.12
O 3.590 1.668 -7.079  -0.25
P 2.342 1.355 -5.986  0.60
O 3.210 1.077 -4.795  -0.27
O 1.878 0.000 -6.747  -0.26
C 2.847 -0.925 -7.228  -0.10
O 0.853 1.392 -5.215  -0.23
C 0.521 2.649 -4.602  -0.12
H 4.041 2.287 -8.989  0.09
H 2.347 1.808 -8.765  0.08
H 2.935 3.359 -8.107  0.08
H 3.746 -0.925 -6.611  0.09
H 3.103 -0.695 -8.264  0.09
H 2.401 -1.918 -7.199  0.09
H 0.533 3.443 -5.350  0.08
H 1.228 2.878 -3.803  0.09
H -0.479 2.572 -4.182  0.07